C12H16F6MgN3O5S2 | wB97M-V/def2-TZVPD

XYZ file:
```
45
C12H16F6MgN3O5S2 wB97M-V/def2-TZVPD
Mg 0.6357 1.0712 -0.0990
N 2.7578 1.2206 -0.1559
C 3.2094 0.9798 1.2382
C 2.2864 1.7103 2.2001
N 0.8882 1.2584 1.9859
H 3.2494 0.5979 -0.7887
H 3.0076 2.1645 -0.4428
H 4.2412 1.2963 1.3933
H 3.1604 -0.0956 1.4189
H 2.3182 2.7834 2.0041
H 2.6116 1.5540 3.2287
H 0.2313 1.9106 2.4047
H 0.7355 0.3681 2.4525
F -4.5714 0.7551 -1.4854
C -3.7141 1.7584 -1.4148
F -4.2582 2.7770 -0.7712
F -3.3525 2.1225 -2.6298
S -2.2310 1.1610 -0.4511
O -1.2792 0.6379 -1.4389
O -2.7209 0.2840 0.5550
N -1.5219 2.4134 0.2410
S -0.7755 3.5210 -0.6263
O 0.5933 3.0183 -0.8828
O -1.4842 4.1026 -1.7076
C -0.5454 4.8174 0.6684
F -1.7134 5.2630 1.0758
F 0.1640 5.7973 0.1376
F 0.1247 4.3041 1.7079
C 0.5487 -1.6219 -2.3888
C 0.4181 -1.8486 -0.9179
O 0.6685 -0.9310 -0.1195
C -0.0045 -3.1568 -0.4092
C -0.2812 -3.3005 0.9533
C -0.6957 -4.5206 1.4503
C -0.8324 -5.6054 0.5921
C -0.5625 -5.4732 -0.7632
C -0.1550 -4.2503 -1.2664
H 0.8088 -0.5892 -2.6060
H -0.3894 -1.8570 -2.8918
H 1.3167 -2.2840 -2.7937
H -0.1844 -2.4458 1.6073
H -0.9193 -4.6307 2.5024
H -1.1577 -6.5606 0.9829
H -0.6737 -6.3204 -1.4254
H 0.0482 -4.1564 -2.3243
```

Output
ΔE to the lowest compared entry with this formula, charge and spin = 25.32 kJ/mol
charge = +1
multiplicity = 1
maximum force = 0.7 eV/A
LUMO level = -3.51 eV
Kohn-Sham gap = 9.19 eV

Atom charges from the Löwdin analysis, given in e for atoms 1 to 5: atom 1 (Mg): 0.662, atom 2 (N): -0.009, atom 3 (C): -0.205, atom 4 (C): -0.200, atom 5 (N): 0.005